(1)
79
Properties=species:S:1:pos:R:3:forces:R:3 method="wB97M-V/def2-TZVPD" total_charge=-2 e_homo_ev=-2.78 largest_force_ha_per_bohr=0.0391 multiplicity=1 e_lumo_ev=3.766 de_lowest_kj_mol=124.3 molar_mass_g_mol=967.896
Pt -0.57392 1.36334 -0.38658 0.68 1.64 -0.94
C 5.25987 -0.66156 -5.30786 -0.01 0.00 0.03
C 4.63485 -0.15840 -4.03093 0.02 0.03 -0.02
C 3.82742 -0.98697 -3.25750 0.01 -0.01 -0.01
C 3.26674 -0.53044 -2.07359 -0.04 -0.05 0.05
C 3.50090 0.77130 -1.65867 0.02 -0.05 -0.01
C 4.31552 1.60734 -2.40770 0.00 0.07 0.00
C 4.87435 1.14160 -3.58689 -0.01 -0.07 -0.04
S 2.72346 1.36458 -0.17217 0.02 0.19 -0.27
O 2.45846 0.19702 0.61322 -0.16 -0.11 0.08
O 3.59083 2.38712 0.35299 0.00 0.10 -0.04
N 1.33077 1.98154 -0.72232 0.81 -0.73 0.41
C 1.09371 3.30573 -0.89597 -0.04 0.88 -0.06
C 1.97588 4.38849 -1.05409 -0.15 -0.08 0.01
C 1.43169 5.65259 -1.14272 0.14 -0.06 0.00
C 0.05623 5.84082 -1.07681 -0.07 -0.02 -0.05
C -0.74235 4.72234 -0.94894 -0.33 -0.13 -0.14
N -0.24374 3.49238 -0.89603 0.03 -0.35 0.71
H 4.70788 -1.51485 -5.70439 0.02 0.03 0.02
H 6.29257 -0.98131 -5.13845 -0.04 0.01 -0.01
H 5.27649 0.11760 -6.07225 0.00 -0.02 0.02
H 3.62856 -2.00261 -3.58440 0.00 0.05 0.01
H 2.65035 -1.17736 -1.45808 0.06 0.06 -0.08
H 4.51494 2.61440 -2.06021 -0.02 -0.07 -0.01
H 5.50533 1.79954 -4.17603 -0.01 -0.02 0.01
H 3.04159 4.23618 -1.05159 0.03 -0.05 0.03
H 2.09207 6.50668 -1.24758 -0.02 -0.02 0.01
H -0.38504 6.82635 -1.11571 -0.02 -0.02 0.00
H -1.82199 4.79303 -0.90061 0.02 -0.02 0.04
O -3.19940 -1.14314 -1.11953 -0.05 0.02 0.25
S -3.11263 0.30188 -1.44623 -0.55 0.21 -0.49
O -4.42150 0.87581 -1.73525 0.14 -0.16 0.44
O -2.53856 0.99077 -0.16081 -0.33 0.01 -0.34
O -2.14769 0.53285 -2.51574 0.03 -0.14 -0.37
C -5.76375 -4.05546 -2.59720 0.05 0.00 0.00
C -5.16312 -3.40207 -1.36014 0.03 0.03 0.02
S -3.83865 -4.40592 -0.72874 -0.13 -0.08 0.06
O -4.38957 -5.64963 -0.21025 0.05 0.19 -0.07
O -2.79904 -4.50006 -1.72785 -0.14 0.00 0.03
C -3.19758 -3.47557 0.66737 -0.07 0.25 -0.16
C -1.68986 -3.67520 0.79257 0.25 0.13 0.10
N -0.89973 -2.62524 0.13591 -0.12 -0.35 -0.29
C -0.86312 -1.35278 0.55680 0.25 0.16 -0.10
N -0.31526 -0.56320 -0.37843 -0.98 -1.38 0.77
C -0.08732 -1.33060 -1.46900 0.32 0.07 -0.39
C -0.42049 -2.61017 -1.16803 -0.05 -0.02 0.25
N -0.05153 -3.75951 -1.90720 0.21 -0.13 -0.01
O 0.08294 -4.81863 -1.31084 -0.04 -0.01 0.01
O 0.19252 -3.60325 -3.08996 -0.03 0.00 -0.08
C -1.37560 -0.87439 1.85475 0.01 0.08 0.11
H -6.66385 -3.51307 -2.88427 0.00 0.01 -0.02
H -6.02824 -5.09831 -2.41295 -0.02 0.03 0.00
H -5.05892 -4.01185 -3.42803 -0.02 -0.03 0.06
H -5.88932 -3.29053 -0.55102 0.05 -0.11 0.00
H -4.71270 -2.42511 -1.56049 0.04 0.01 -0.02
H -3.71809 -3.84791 1.54580 -0.01 -0.09 0.04
H -3.44646 -2.42025 0.49883 0.07 -0.13 -0.10
H -1.38167 -4.63088 0.38360 0.10 0.00 -0.03
H -1.41114 -3.65314 1.84239 -0.01 -0.04 0.08
H 0.32866 -0.93794 -2.38242 -0.11 -0.03 0.09
H -1.29299 -1.63287 2.63511 0.00 0.02 -0.06
H -2.41274 -0.55516 1.73542 0.00 0.00 0.00
H -0.80082 0.00870 2.13420 0.00 0.04 0.02
O -2.31910 2.74342 5.88297 0.10 0.03 -0.02
S -1.09113 3.29036 5.34323 0.00 -0.10 -0.11
O -0.68850 4.56906 5.89178 0.01 -0.03 0.02
N -1.06208 3.27797 3.74022 0.13 -0.06 0.03
C -0.10089 2.47008 3.25081 0.03 0.07 0.16
O 0.19468 2.26340 2.07459 -0.07 0.35 0.28
C 0.67465 1.75640 4.33821 -0.03 -0.07 0.13
C 1.69877 0.84025 4.17214 0.00 -0.01 0.01
C 2.26538 0.29012 5.31813 0.05 -0.04 -0.04
C 1.81574 0.65341 6.58718 0.00 0.01 0.03
C 0.78485 1.57633 6.74252 -0.02 -0.01 0.02
C 0.23153 2.10873 5.59408 -0.04 0.06 -0.02
H 2.02731 0.57744 3.17106 0.00 0.01 0.05
H 3.06998 -0.43290 5.22687 -0.04 0.04 0.00
H 2.27693 0.21011 7.46464 -0.03 0.02 -0.05
H 0.42572 1.86120 7.72500 0.02 -0.01 -0.05

***

(2)
65
Properties=species:S:1:pos:R:3:forces:R:3 method="wB97M-V/def2-TZVPD" total_charge=+1 e_homo_ev="-11.81 / -11.90" largest_force_ha_per_bohr=0.0287 multiplicity=4 e_lumo_ev="-4.854 / -6.529" molar_mass_g_mol=830.556
Mn 0.85010 -0.98083 0.29523 1.08 0.34 -0.83
Cl -5.85164 -1.22720 2.59840 -0.18 -0.01 0.01
C -4.18008 -1.09612 2.38363 0.11 0.00 -0.02
C -3.65569 -1.26542 1.07573 -0.44 -0.02 0.27
C -2.32490 -1.14846 0.92165 0.47 0.02 0.33
Cl -1.56312 -1.29728 -0.61789 -0.02 -0.06 0.04
C -1.43989 -0.85405 2.03498 -1.20 -0.11 -0.48
O -0.22357 -0.72213 1.83714 1.34 0.02 0.61
C -2.02834 -0.70205 3.34480 0.14 0.06 -0.29
Cl -1.00367 -0.36493 4.64843 0.16 0.06 0.10
C -3.37334 -0.82273 3.50411 -0.39 -0.11 -0.17
H -4.30801 -1.48137 0.23956 -0.03 0.04 0.10
H -3.81968 -0.70751 4.48410 -0.02 -0.03 -0.10
O 4.76320 -1.20709 0.55657 0.10 0.07 0.02
C 3.62634 -1.55792 0.62975 -0.26 -0.05 -0.06
O 2.60817 -0.66514 0.48160 -0.22 -0.05 0.27
C 3.21706 -2.96757 0.93837 0.17 0.33 -0.10
C 4.08789 -3.79184 1.62371 0.27 0.07 0.06
C 3.67679 -5.06013 1.96674 0.26 -0.19 0.15
C 2.41664 -5.52279 1.67200 -0.15 -0.14 0.04
C 1.55802 -4.68701 0.99265 -0.45 -0.38 0.35
C 1.95956 -3.42674 0.56052 -0.45 0.40 -0.32
O 1.16734 -2.67257 -0.22389 -0.23 -0.20 0.49
N 0.16323 -5.14842 0.82347 -0.08 -0.08 -1.20
O -0.70891 -4.29958 0.70285 0.21 -0.09 0.49
O -0.02332 -6.34238 0.72221 0.13 0.30 0.38
N 4.59956 -5.94519 2.71519 0.18 -0.16 0.15
O 5.69463 -5.50007 2.99282 -0.28 -0.01 -0.12
O 4.19727 -7.05501 3.00478 -0.01 0.31 -0.13
H 5.07561 -3.44271 1.89124 0.00 0.03 0.00
H 2.10058 -6.50709 1.98125 -0.03 -0.05 0.02
C 1.58431 6.20049 -1.64279 0.00 -0.01 0.01
C 1.59558 5.24830 -2.65198 0.02 -0.08 0.01
C 1.32070 3.91478 -2.36112 0.06 0.11 0.08
C 1.02405 3.55426 -1.05084 0.13 0.03 0.19
C 1.03596 4.50212 -0.02883 0.04 0.04 -0.13
C 1.31496 5.82744 -0.33105 0.02 -0.02 0.03
Sb 0.35213 1.59538 -0.63129 -0.26 -0.25 -0.19
C 0.05083 0.89269 -2.60455 -0.08 0.06 -0.07
C 0.89041 -0.14399 -3.01499 -0.20 0.05 -0.22
C 0.80800 -0.64142 -4.31262 0.01 0.02 0.04
C -0.11226 -0.10367 -5.20000 -0.02 0.01 -0.02
C -0.94904 0.93372 -4.79916 0.02 -0.03 0.01
C -0.86622 1.43647 -3.50843 0.11 -0.11 0.02
C -1.54219 2.07139 0.20651 -0.09 0.05 -0.01
C -1.55551 2.31659 1.58179 -0.21 0.00 -0.04
C -2.74008 2.67624 2.22179 0.05 -0.05 -0.03
C -3.91551 2.78922 1.48973 0.00 -0.01 0.00
C -3.90910 2.54298 0.11970 0.03 -0.03 0.03
C -2.72872 2.18121 -0.51998 0.01 -0.02 0.10
H 1.79310 7.23768 -1.87663 0.00 -0.06 0.02
H 1.82241 5.53767 -3.67150 -0.02 -0.02 0.06
H 1.34359 3.17688 -3.15331 -0.04 0.02 0.01
H 0.82823 4.22193 0.99716 -0.04 0.01 -0.01
H 1.32531 6.56888 0.45950 -0.01 -0.05 -0.06
H 1.63141 -0.56041 -2.34390 0.09 -0.03 0.05
H 1.47020 -1.43898 -4.62896 -0.05 0.05 0.03
H -0.17270 -0.48627 -6.21215 -0.01 0.02 0.07
H -1.66069 1.35776 -5.49814 0.05 -0.03 0.04
H -1.50427 2.26176 -3.21924 0.05 0.04 -0.04
H -0.64502 2.22382 2.16766 -0.01 0.01 0.00
H -2.74082 2.87041 3.28998 0.01 -0.01 -0.10
H -4.83758 3.07706 1.98435 0.09 -0.02 -0.05
H -4.82460 2.64627 -0.45378 0.08 -0.03 0.05
H -2.74467 1.98067 -1.58463 -0.02 0.02 0.08

***

(3)
82
Properties=species:S:1:pos:R:3:forces:R:3 method="wB97M-V/def2-TZVPD" total_charge=+1 e_homo_ev="-10.88 / -10.59" largest_force_ha_per_bohr=0.0330 multiplicity=2 e_lumo_ev="-3.898 / -3.915" de_lowest_kj_mol=72.8 molar_mass_g_mol=909.876
Re 0.18804 -0.10164 1.55541 1.14 -1.25 -0.04
O 6.22178 -4.92397 -1.70830 -0.11 0.05 0.10
C 5.91408 -3.63596 -1.44257 -0.01 -0.12 -0.03
O 6.68649 -2.76298 -1.70400 0.00 0.08 -0.02
C 4.57659 -3.36567 -0.80861 0.12 0.00 -0.02
C 3.95070 -4.26545 0.04270 -0.12 -0.06 0.06
C 2.76247 -3.91829 0.67063 0.11 -0.14 0.07
C 2.18707 -2.67952 0.42623 -0.28 0.05 0.33
C 2.80366 -1.78153 -0.43006 0.00 0.07 -0.18
C 3.99648 -2.12394 -1.03964 -0.03 0.06 0.00
N 0.97507 -2.29928 1.11107 0.07 0.63 -1.00
C 0.11786 -3.19951 1.35170 -0.51 -0.32 0.27
C -1.08566 -2.85212 2.11396 0.37 -0.04 -0.54
C -2.03289 -3.77972 2.47580 -0.32 -0.20 0.09
C -3.15722 -3.34877 3.17255 0.09 -0.18 -0.07
C -3.27822 -2.00727 3.47777 0.01 0.13 -0.02
C -2.27169 -1.13465 3.09129 0.01 -0.16 0.00
N -1.19246 -1.55467 2.42221 0.07 0.34 0.62
H 5.46910 -5.50173 -1.53240 0.02 0.01 -0.05
H 4.39761 -5.22720 0.26794 0.01 0.04 0.03
H 2.31461 -4.60090 1.38339 0.08 0.02 -0.01
H 2.33595 -0.83444 -0.65198 -0.01 0.07 0.00
H 4.49910 -1.42704 -1.69784 -0.03 -0.02 0.02
H 0.22671 -4.22119 0.99624 0.08 -0.02 0.14
H -1.89129 -4.82031 2.21297 -0.04 0.04 0.00
H -3.92357 -4.05359 3.46708 0.03 0.01 -0.01
H -4.13550 -1.62676 4.01557 0.03 -0.01 -0.01
H -2.30508 -0.08263 3.33440 0.02 0.01 0.02
C -4.06485 2.46171 -0.80005 0.03 -0.07 0.04
C -3.30003 3.63347 -1.41618 0.03 0.01 -0.08
C -3.52794 3.63090 -2.94256 0.00 0.05 0.03
C -3.85763 4.93828 -0.83025 -0.03 0.02 0.03
C -1.79947 3.55627 -1.13044 -0.01 0.10 -0.08
C -0.95509 4.55963 -1.65602 -0.06 -0.03 0.00
C 0.40406 4.56711 -1.44441 0.05 -0.01 0.01
C 0.94943 3.53684 -0.68028 0.05 0.14 -0.08
S 2.60671 3.27306 -0.22442 0.11 0.13 -0.06
C 2.14291 1.89230 0.65280 0.18 -0.01 0.08
N 0.86316 1.61015 0.60350 -0.34 0.24 -0.08
C 0.14089 2.54250 -0.15465 0.10 -0.27 0.20
C -1.23598 2.54194 -0.37929 -0.01 0.00 0.11
C 2.95362 1.00745 1.46369 0.09 0.09 -0.08
C 4.31860 1.14604 1.68666 0.09 0.02 0.00
C 4.95316 0.24992 2.52963 -0.03 -0.02 0.01
C 4.22048 -0.76718 3.13834 0.01 0.00 0.03
C 2.85975 -0.90721 2.89375 0.14 0.12 0.05
C 2.20369 -0.02155 2.04464 -0.17 -0.26 0.17
H -5.13100 2.58893 -0.99344 0.02 -0.01 0.00
H -3.92959 2.41934 0.28454 -0.02 0.01 -0.04
H -3.76225 1.50074 -1.22650 -0.02 0.06 0.04
H -4.57117 3.39522 -3.16570 0.03 0.06 0.02
H -2.89729 2.89700 -3.44696 -0.06 -0.01 0.01
H -3.31119 4.60777 -3.37951 0.04 -0.05 0.01
H -4.92801 5.00960 -1.03742 0.04 0.00 0.01
H -3.37760 5.81621 -1.26682 -0.01 -0.05 0.04
H -3.71499 4.97508 0.25256 -0.01 -0.01 -0.04
H -1.38725 5.35898 -2.24526 0.01 -0.04 0.01
H 1.02618 5.35342 -1.85350 -0.02 -0.05 0.01
H -1.83987 1.75022 0.04511 0.02 0.01 -0.04
H 4.87944 1.94206 1.20844 -0.02 -0.03 0.03
H 6.01359 0.34532 2.72188 -0.02 -0.02 -0.02
H 4.71910 -1.46199 3.80419 -0.01 0.04 -0.02
H 2.31133 -1.71214 3.37130 0.02 0.02 -0.03
C 0.49476 1.88233 3.79028 -0.10 0.03 -0.11
O -0.16919 0.81122 3.11018 -0.56 0.81 0.43
H 1.55703 1.66531 3.88835 0.03 -0.08 0.00
H 0.05051 1.98871 4.77573 -0.06 -0.02 0.04
H 0.37203 2.81406 3.23954 -0.05 0.02 -0.09
Br -0.30703 -3.52829 -2.21249 0.04 -0.02 0.10
C -1.47031 -2.17167 -2.84886 -0.05 -0.01 -0.05
C -2.47319 -2.52534 -3.73885 -0.02 0.05 0.02
C -3.30958 -1.54026 -4.24604 0.05 -0.04 0.00
C -3.12542 -0.21360 -3.88013 -0.02 -0.01 0.01
C -2.11219 0.12078 -2.99729 0.05 0.05 -0.10
C -1.27960 -0.85598 -2.46260 -0.22 -0.01 0.10
C -0.26085 -0.41079 -1.45653 -0.40 0.03 0.30
O 0.74862 0.16516 -1.78806 0.24 -0.04 0.01
O -0.63896 -0.64803 -0.20832 0.05 0.06 -0.68
H -2.59704 -3.56077 -4.02658 0.01 0.03 -0.02
H -4.09461 -1.81282 -4.93973 0.02 0.00 0.03
H -3.77205 0.55906 -4.27867 0.04 -0.03 -0.01
H -1.93762 1.15427 -2.72078 -0.02 -0.08 0.01